1.
Molecular formula: C29H58BINO8
Method: DFT, ωB97M-V with the def2-TZVPD basis set

Calculated values
**Multiplicity**: 1
**Gap between HOMO and LUMO**: 6.39 eV
**LUMO level**: 2.0 eV
**Molar mass**: 686.498 g mol⁻¹
**Net charge**: -1
**HOMO energy**: -4.42 eV
**Max |F|**: 1.196 eV Å⁻¹

Last column: Mulliken charge in e.
Positions of all 98 atoms, in Å:
C: -2.583 2.627 1.949  -1.40
C: -3.062 3.162 0.594  -0.05
C: -2.095 4.190 -0.020  -0.72
C: -1.455 3.783 -1.364  -0.89
C: 0.033 3.451 -1.211  -0.32
C: 0.756 3.212 -2.549  0.35
C: 1.902 4.198 -2.843  -1.29
C: 3.313 3.627 -2.634  -0.22
C: 3.908 3.744 -1.214  -0.68
C: 4.466 2.414 -0.685  -0.95
B: 3.316 1.350 -0.231  1.37
O: 2.744 0.615 -1.427  -0.66
C: 2.803 -0.765 -1.245  -0.70
C: 1.459 -1.364 -1.671  -0.81
C: 1.557 -2.870 -2.001  -0.08
C: 0.215 -3.430 -2.370  -0.08
N: -0.301 -3.029 -3.609  -0.44
O: -0.444 -4.161 -1.636  -0.60
C: 3.281 -0.980 0.238  2.39
C: 2.113 -1.310 1.179  -0.50
C: 2.441 -1.769 2.606  -1.21
C: 3.320 -0.833 3.439  -0.34
O: 4.456 -1.492 4.026  -0.63
C: 4.372 -2.057 0.316  -1.09
C: 5.598 -1.755 -0.558  -0.46
C: 6.131 -3.014 -1.240  -1.21
I: 7.105 -2.623 -3.100  -0.06
O: 3.896 0.233 0.581  -0.91
H: -2.118 3.422 2.536  0.42
H: -1.848 1.833 1.836  0.27
H: -3.409 2.228 2.543  0.35
H: -3.171 2.312 -0.086  0.23
H: -4.062 3.580 0.731  0.18
H: -2.586 5.161 -0.111  0.41
H: -1.281 4.328 0.698  0.37
H: -1.586 4.569 -2.112  0.37
H: -1.957 2.883 -1.733  0.38
H: 0.520 4.275 -0.683  0.36
H: 0.123 2.557 -0.587  -0.08
H: 0.024 3.233 -3.362  0.66
H: 1.187 2.210 -2.527  -0.54
H: 1.781 5.080 -2.201  0.49
H: 1.815 4.565 -3.870  0.37
H: 3.315 2.574 -2.926  0.06
H: 3.973 4.160 -3.326  0.46
H: 4.696 4.504 -1.241  0.39
H: 3.138 4.096 -0.518  0.25
H: 5.071 1.937 -1.470  0.25
H: 5.121 2.610 0.171  0.24
H: 2.426 1.939 0.412  -0.33
H: 3.542 -1.188 -1.946  0.25
H: 0.670 -1.180 -0.945  -0.21
H: 1.174 -0.819 -2.577  0.73
H: 1.938 -3.434 -1.151  0.20
H: 2.236 -2.961 -2.852  0.41
H: 0.280 -2.350 -4.078  0.26
H: -0.548 -3.795 -4.215  0.24
H: 1.436 -0.451 1.201  0.48
H: 1.550 -2.129 0.725  -0.50
H: 2.898 -2.766 2.554  0.47
H: 1.474 -1.911 3.101  0.31
H: 3.660 0.009 2.838  -0.02
H: 2.737 -0.442 4.277  0.46
H: 4.566 -2.332 3.580  0.37
H: 3.950 -3.046 0.084  0.43
H: 4.696 -2.109 1.360  0.07
H: 6.387 -1.364 0.085  0.41
H: 5.386 -0.973 -1.283  0.25
H: 5.341 -3.727 -1.467  0.43
H: 6.867 -3.529 -0.624  0.52
O: -0.866 -1.481 3.177  -0.54
C: -1.451 -2.424 2.726  0.42
O: -2.251 -3.136 3.559  -0.40
C: -3.083 -4.192 3.084  -0.36
C: -2.337 -5.504 2.961  -0.93
C: -1.276 -2.861 1.293  -0.59
H: -3.565 -3.909 2.147  0.37
H: -3.868 -4.275 3.835  0.33
H: -1.533 -5.440 2.229  0.25
H: -3.018 -6.299 2.653  0.35
H: -1.897 -5.774 3.921  0.29
H: -0.360 -3.447 1.224  0.22
H: -1.150 -1.973 0.681  0.15
H: -2.092 -3.446 0.882  0.53
O: -6.850 2.249 -2.378  -0.56
C: -7.209 1.752 -1.349  0.75
O: -6.793 2.294 -0.189  -0.36
C: -7.267 1.874 1.090  -0.50
C: -6.515 0.665 1.610  -0.77
C: -8.069 0.508 -1.323  -0.92
H: -8.347 1.715 1.067  0.38
H: -7.083 2.730 1.737  0.33
H: -6.659 -0.205 0.969  0.27
H: -6.856 0.412 2.614  0.37
H: -5.447 0.879 1.650  0.14
H: -7.419 -0.355 -1.463  0.25
H: -8.757 0.560 -2.162  0.30
H: -8.641 0.370 -0.409  0.32

---

2.
Molecular formula: C5H8N2O
Method: DFT, ωB97M-V with the def2-TZVPD basis set

Calculated values
**Multiplicity**: 1
**Gap between HOMO and LUMO**: 9.98 eV
**LUMO level**: 0.0 eV
**Molar mass**: 112.132 g mol⁻¹
**HOMO energy**: -9.96 eV
**SMILES**: COCC1C=NN=C1
**Max |F|**: 4.212 eV Å⁻¹
**ΔE to the lowest compared entry with this formula, charge and spin**: 83.8 kcal per mole

Last column: natural (NBO) charge in e.
Positions of all 16 atoms, in Å:
C: 1.109 1.347 -0.175  -0.27
O: 1.704 0.310 0.477  -0.50
C: 1.128 -0.870 0.020  -0.04
C: -0.387 -0.923 0.055  -0.44
C: -1.021 -0.299 1.219  0.07
N: -1.913 0.664 0.989  -0.25
N: -2.201 0.615 -0.380  -0.26
C: -1.365 -0.262 -0.951  0.06
H: 1.618 2.292 0.172  0.19
H: 0.037 1.463 -0.037  0.19
H: 1.280 1.363 -1.218  0.16
H: 1.573 -1.586 0.664  0.21
H: 1.405 -1.203 -1.074  0.17
H: -0.661 -1.997 -0.087  0.29
H: -0.739 -0.442 2.312  0.22
H: -1.566 -0.471 -1.985  0.21

---

3.
Molecular formula: C8H18O2
Method: DFT, ωB97M-V with the def2-TZVPD basis set

Calculated values
**Multiplicity**: 1
**Gap between HOMO and LUMO**: 8.73 eV
**LUMO level**: 0.2 eV
**Molar mass**: 146.230 g mol⁻¹
**HOMO energy**: -8.51 eV
**SMILES**: C=C(CC)C/C=C/C.O.O
**Max |F|**: 5.270 eV Å⁻¹
**ΔE to the lowest compared entry with this formula, charge and spin**: 121.3 kcal per mole

Last column: natural (NBO) charge in e.
Positions of all 28 atoms, in Å:
C: -0.252 2.226 2.330  -0.39
C: -0.218 1.553 1.166  0.01
C: -1.286 0.712 0.609  -0.46
C: -1.889 1.519 -0.595  -0.60
C: 0.915 1.730 0.323  -0.51
C: 1.173 0.418 -0.398  -0.16
C: 2.063 -0.556 0.049  -0.21
C: 2.088 -2.010 -0.602  -0.66
H: 0.399 3.152 2.583  0.18
H: -0.762 2.034 3.159  0.18
H: -1.003 -0.370 0.184  0.24
H: -2.127 0.409 1.323  0.22
H: -2.537 0.881 -1.252  0.23
H: -2.194 2.440 -0.253  0.21
H: -1.037 1.587 -1.382  0.20
H: 1.818 2.372 0.545  0.24
H: 0.658 2.412 -0.485  0.22
H: 0.542 0.328 -1.251  0.22
H: 2.605 -0.737 1.041  0.21
H: 2.648 -2.669 0.005  0.20
H: 1.022 -2.523 -0.741  0.20
H: 2.275 -1.884 -1.609  0.23
O: -0.753 -1.221 -2.295  -0.96
H: -1.006 -2.113 -2.661  0.47
H: -0.902 -1.484 -1.363  0.49
O: -0.850 -2.441 0.204  -0.95
H: -0.008 -2.610 0.660  0.49
H: -1.381 -3.155 0.705  0.49

---

4.
Molecular formula: C11H17NO
Method: DFT, ωB97M-V with the def2-TZVPD basis set

Calculated values
**Multiplicity**: 1
**Gap between HOMO and LUMO**: 9.58 eV
**LUMO level**: -0.1 eV
**Molar mass**: 179.263 g mol⁻¹
**HOMO energy**: -9.65 eV
**SMILES**: CC(=O)/C=C/[C@@H](CCC#N)C(C)C
**Max |F|**: 4.536 eV Å⁻¹
**ΔE to the lowest compared entry with this formula, charge and spin**: 19.0 kcal per mole

Last column: natural (NBO) charge in e.
Positions of all 30 atoms, in Å:
C: -3.274 -1.907 -2.466  -0.70
C: -1.813 -1.440 -2.419  0.53
O: -1.235 -1.174 -3.514  -0.56
C: -1.110 -1.416 -1.151  -0.35
C: 0.114 -0.783 -0.956  -0.04
C: 0.794 -0.646 0.381  -0.27
C: 1.854 -1.774 0.543  -0.37
C: 1.294 -3.214 0.547  -0.52
C: 0.399 -3.526 1.673  0.28
N: -0.347 -3.808 2.524  -0.33
C: 1.327 0.808 0.541  -0.19
C: 2.520 1.189 -0.368  -0.62
C: 0.168 1.803 0.331  -0.61
H: -3.369 -2.643 -1.690  0.22
H: -3.930 -1.076 -2.175  0.24
H: -3.585 -2.293 -3.461  0.24
H: -1.547 -1.941 -0.318  0.21
H: 0.525 -0.273 -1.800  0.22
H: 0.066 -0.784 1.177  0.22
H: 2.408 -1.598 1.454  0.22
H: 2.563 -1.662 -0.278  0.22
H: 2.140 -3.907 0.606  0.26
H: 0.764 -3.392 -0.385  0.26
H: 1.685 0.968 1.574  0.21
H: 2.387 1.000 -1.408  0.20
H: 2.773 2.258 -0.291  0.22
H: 3.386 0.605 -0.046  0.20
H: -0.598 1.543 1.067  0.21
H: 0.509 2.819 0.516  0.21
H: -0.273 1.705 -0.662  0.21

---

5.
Molecular formula: CCl4S2
Method: DFT, ωB97M-V with the def2-TZVPD basis set

Calculated values
**Multiplicity**: 1
**Gap between HOMO and LUMO (spin up / spin down)**: 6.83 / 7.74 eV
**LUMO level (spin up / spin down)**: -1.8 / -1.0 eV
**Molar mass**: 217.957 g mol⁻¹
**HOMO energy (spin up / spin down)**: -8.64 / -8.77 eV
**Max |F|**: 2.245 eV Å⁻¹
**ΔE to the lowest compared entry with this formula, charge and spin**: 30.5 kcal per mole

Last column: natural (NBO) charge in e.
Positions of all 7 atoms, in Å:
C: 0.398 0.926 -0.893  -0.26
S: -0.021 -1.778 -0.230  -0.05
S: 0.012 -1.465 1.583  0.27
Cl: 0.142 1.056 -2.591  0.08
Cl: -0.544 1.837 0.189  0.10
Cl: 1.968 0.762 -0.404  0.10
Cl: -1.955 -1.338 2.346  -0.23

---

6.
Molecular formula: C5H11N3
Method: DFT, ωB97M-V with the def2-TZVPD basis set

Calculated values
**Multiplicity**: 1
**Gap between HOMO and LUMO**: 9.64 eV
**LUMO level**: 0.8 eV
**Molar mass**: 113.164 g mol⁻¹
**HOMO energy**: -8.89 eV
**SMILES**: [H]/N=C\N(N)CC(=C)C
**Max |F|**: 2.320 eV Å⁻¹
**ΔE to the lowest compared entry with this formula, charge and spin**: 47.5 kcal per mole

Last column: natural (NBO) charge in e.
Positions of all 19 atoms, in Å:
H: -2.174 -0.850 -1.306  0.32
N: -2.727 -0.682 -0.467  -0.72
C: -2.207 0.101 0.371  0.29
N: -1.004 0.752 0.345  -0.31
N: -0.656 1.493 1.486  -0.64
C: -0.068 0.676 -0.739  -0.27
C: 1.117 -0.315 -0.477  0.03
C: 2.331 -0.057 -0.938  -0.42
C: 0.790 -1.512 0.361  -0.65
H: -2.751 0.300 1.288  0.18
H: 0.221 1.153 1.877  0.35
H: -0.532 2.476 1.243  0.35
H: 0.336 1.668 -0.968  0.21
H: -0.490 0.111 -1.593  0.22
H: 3.174 -0.690 -0.707  0.20
H: 2.547 0.824 -1.518  0.19
H: -0.051 -2.055 -0.066  0.23
H: 1.646 -2.177 0.440  0.22
H: 0.498 -1.217 1.369  0.22

---

7.
Molecular formula: C4H11N3O
Method: DFT, ωB97M-V with the def2-TZVPD basis set

Calculated values
**Multiplicity**: 1
**Gap between HOMO and LUMO**: 10.25 eV
**LUMO level**: 0.9 eV
**Molar mass**: 117.152 g mol⁻¹
**HOMO energy**: -9.33 eV
**SMILES**: [H]/N=C(/C)N.C=NOC
**Max |F|**: 1.120 eV Å⁻¹
**ΔE to the lowest compared entry with this formula, charge and spin**: 83.8 kcal per mole

Last column: natural (NBO) charge in e.
Positions of all 19 atoms, in Å:
H: 1.701 3.370 0.830  0.33
N: 2.052 2.443 0.594  -0.68
C: 1.241 1.617 0.101  0.45
C: 1.753 0.273 -0.297  -0.69
N: -0.121 1.857 -0.212  -0.88
H: 1.629 0.163 -1.371  0.22
H: 2.804 0.223 -0.040  0.23
H: 1.192 -0.522 0.191  0.25
H: -0.303 2.850 -0.272  0.37
H: -0.748 1.435 0.490  0.38
C: -0.496 -2.443 1.494  -0.14
N: -0.602 -1.695 0.488  -0.14
O: -1.865 -1.546 -0.044  -0.40
C: -1.839 -0.769 -1.230  -0.27
H: -1.324 -2.974 1.953  0.18
H: 0.488 -2.546 1.917  0.19
H: -1.588 -1.403 -2.089  0.17
H: -1.124 0.046 -1.155  0.21
H: -2.851 -0.377 -1.347  0.19

---

8.
Molecular formula: C4H10NO3
Method: DFT, ωB97M-V with the def2-TZVPD basis set

Calculated values
**Multiplicity**: 2
**Gap between HOMO and LUMO (spin up / spin down)**: 4.36 / 6.76 eV
**LUMO level (spin up / spin down)**: 7.0 / 7.0 eV
**Molar mass**: 120.128 g mol⁻¹
**Net charge**: -2
**HOMO energy (spin up / spin down)**: 2.62 / 0.19 eV
**Max |F|**: 4.754 eV Å⁻¹
**<S²>**: 0.754
**ΔE to the lowest compared entry with this formula, charge and spin**: 72.6 kcal per mole

Last column: natural (NBO) charge in e.
Positions of all 18 atoms, in Å:
C: 0.902 -0.451 0.673  -0.66
C: 1.008 0.140 -0.733  -0.28
N: 0.749 1.612 -1.133  -0.71
C: 1.761 1.931 -0.268  -0.42
C: -2.134 -2.204 0.717  0.62
O: -2.032 -1.568 -0.354  -0.79
O: -1.180 -2.856 1.207  -0.80
H: 1.868 -0.627 1.149  0.15
H: 0.440 -1.449 0.570  0.26
H: 0.208 0.117 1.297  0.21
H: 1.915 -0.342 -1.179  0.12
H: 0.164 -0.356 -1.241  0.18
H: 2.377 2.782 -0.603  0.08
H: 1.983 1.701 0.775  0.12
H: -3.182 -2.290 1.144  -0.01
H: -0.923 1.683 -0.749  0.49
H: -2.047 0.650 -0.823  0.48
O: -1.879 1.524 -0.451  -1.05